[1]
Here is the ion C4H11NOPS with charge +1 in a non-equilibrium geometry from the OMol25 dataset. Energies are from ωB97M-V/def2-TZVPD.

For the LUMO energy, the calculation gives -0.1165 Eh. The calculation puts the molar mass at 152.18 g mol⁻¹. As for the HOMO-LUMO gap: 9.61 eV. Its net charge is +1. For the energy relative to the best compared isomer or geometry (same formula, charge and spin), the calculation gives 7.95 kJ/mol. As for the multiplicity: 1.

Geometry as XYZ:
```
19
Properties=species:S:1:pos:R:3:forces:R:3
C 1.301 -0.178 0.228 -0.216 0.467 0.956
C -0.998 1.085 -1.268 -2.262 2.070 1.975
C -1.044 -1.743 -0.358 -0.500 -2.506 -1.106
C -1.211 0.425 1.644 -1.886 -0.351 -0.775
N 2.155 0.575 -0.412 0.362 3.343 -4.701
O 1.647 -0.864 1.146 -0.076 -1.762 1.398
P -0.538 -0.076 0.055 -1.140 0.081 -1.099
S 3.891 0.496 -0.442 -0.638 -1.164 2.591
H -2.133 1.207 -1.527 2.097 -0.879 0.454
H -0.397 0.857 -2.093 0.631 -0.127 -1.564
H -0.768 2.139 -0.863 0.064 -1.522 -0.621
H -2.143 -1.776 -0.474 0.263 0.212 0.539
H -0.725 -2.701 0.190 -0.268 2.055 0.140
H -0.760 -2.079 -1.382 0.303 0.954 0.345
H -2.340 0.589 1.810 1.693 -0.232 -1.052
H -0.681 1.302 1.914 0.580 0.644 0.810
H -0.986 -0.465 2.177 0.585 -0.443 1.398
H 1.898 1.209 -1.238 -0.186 -1.411 1.881
H 3.831 -0.002 0.893 0.594 0.571 -1.568
```
Forces are in eV/Å.



[2]
Here is a structure of composition C38H38BF12O5PSiTi in a non-equilibrium geometry from the OMol25 dataset. Energies are from ωB97M-V/def2-TZVPD.

For the LUMO energy, the calculation gives 0.1456 Eh. The calculation puts the molar mass at 920.43 g mol⁻¹. As for the HOMO-LUMO gap: 6.55 eV. Its net charge is -2. For the energy relative to the best compared isomer or geometry (same formula, charge and spin), the calculation gives 131.88 kJ/mol. As for the multiplicity: 1.

Geometry as XYZ:
```
97
Properties=species:S:1:pos:R:3:forces:R:3
Ti 0.516 -0.573 0.873 -1.185 -1.239 -2.690
C 0.541 -6.856 -4.266 0.021 0.031 -0.043
C 0.570 -5.728 -5.071 -0.006 -0.103 -0.020
C 0.446 -4.462 -4.513 0.005 0.108 0.082
C 0.304 -4.293 -3.136 -0.276 -0.125 0.167
C 0.261 -5.443 -2.340 0.009 -0.009 -0.011
C 0.382 -6.705 -2.894 0.007 -0.073 0.021
P 0.082 -2.679 -2.241 0.097 0.085 -0.220
C 0.259 -1.596 -3.727 0.018 0.053 0.241
C -0.915 -1.250 -4.391 -0.002 0.037 -0.025
C -0.885 -0.481 -5.545 -0.060 -0.068 -0.079
C 0.328 -0.049 -6.055 0.042 0.045 -0.008
C 1.503 -0.378 -5.395 0.078 0.041 -0.048
C 1.472 -1.146 -4.241 -0.048 0.050 0.048
C 1.714 -2.617 -1.379 -0.043 -0.027 0.466
C 2.777 -3.208 -2.078 0.009 0.109 0.096
C 4.036 -3.304 -1.524 0.087 -0.010 -0.172
C 4.218 -2.868 -0.226 0.186 -0.126 0.063
C 3.161 -2.327 0.479 -0.338 -0.017 0.367
C 1.866 -2.115 -0.039 0.564 -0.512 -0.846
H 0.648 -7.844 -4.700 -0.021 0.005 -0.003
H 0.696 -5.831 -6.143 -0.006 0.016 0.008
H 0.482 -3.596 -5.161 -0.014 0.015 -0.002
H 0.145 -5.336 -1.267 -0.011 0.010 0.008
H 0.351 -7.584 -2.260 0.009 0.040 0.044
H -1.866 -1.592 -4.001 -0.040 0.020 0.075
H -1.810 -0.214 -6.044 -0.004 -0.006 0.020
H 0.364 0.560 -6.951 -0.030 0.012 0.010
H 2.450 -0.016 -5.774 0.031 0.000 0.025
H 2.391 -1.386 -3.724 0.003 0.072 -0.007
H 2.622 -3.595 -3.078 -0.010 -0.003 0.012
H 4.858 -3.717 -2.100 -0.003 -0.035 0.013
H 5.198 -2.953 0.233 -0.041 0.013 0.088
H 3.348 -2.055 1.510 0.033 0.130 -0.216
F 3.297 2.433 -1.325 -0.159 -0.022 0.160
C 2.572 1.603 -2.091 -0.162 -0.089 -0.323
F 3.187 0.410 -2.095 -0.022 -0.003 0.150
F 2.698 2.085 -3.359 -0.103 -0.083 0.107
C 1.032 1.520 -1.687 0.547 0.117 -0.444
O 0.355 2.405 -2.174 -0.170 -0.008 0.231
O 0.702 0.516 -0.993 0.062 -0.356 0.801
F 2.672 0.463 2.759 -0.025 -0.101 -0.060
C 2.298 0.512 1.417 0.999 1.200 1.042
F 3.495 0.320 0.788 -0.045 -0.005 -0.255
F 2.081 1.875 1.232 0.110 0.082 -0.065
C -3.364 -1.451 -0.733 0.397 0.215 0.019
C -2.443 -1.659 0.485 -0.608 -0.218 0.140
O -1.214 -1.104 0.355 -0.213 -0.375 0.281
C -3.176 -0.991 1.684 0.031 0.154 0.143
F -2.523 -1.108 2.842 -0.035 0.024 -0.099
F -3.329 0.324 1.439 0.045 -0.099 0.041
F -4.428 -1.480 1.884 0.095 0.030 -0.095
C -2.338 -3.219 0.757 0.223 -0.160 -0.112
F -2.962 -3.616 1.885 0.045 0.053 0.020
F -1.072 -3.620 0.839 -0.075 0.040 0.050
F -2.903 -3.957 -0.232 -0.009 0.128 0.028
H -4.377 -1.784 -0.510 -0.001 0.000 -0.051
H -2.973 -2.017 -1.570 0.068 0.022 -0.097
H -3.357 -0.391 -0.980 -0.016 -0.012 0.012
C -1.817 7.207 0.248 -0.008 -0.057 0.124
C -1.813 7.029 1.768 0.000 0.100 0.011
C -3.179 7.487 2.302 0.048 -0.015 -0.050
C -0.714 7.933 2.351 -0.052 -0.033 -0.050
C -1.541 5.582 2.182 0.004 0.034 0.099
C -1.489 5.269 3.543 0.005 0.032 -0.044
C -1.189 3.990 4.007 0.027 -0.142 0.076
C -0.932 3.016 3.067 -0.094 0.243 -0.375
O -0.585 1.719 3.226 -0.063 -0.245 0.105
B -0.399 1.162 1.931 0.344 0.933 0.812
O -0.704 2.193 1.008 -0.253 -0.030 -0.359
C -0.997 3.310 1.705 -0.033 -0.017 0.529
C -1.300 4.574 1.245 0.041 -0.118 -0.191
H -2.002 8.256 0.002 -0.003 0.008 -0.007
H -2.602 6.604 -0.211 0.026 -0.002 -0.064
H -0.858 6.918 -0.184 -0.014 -0.001 -0.051
H -3.368 8.527 2.021 -0.004 0.014 -0.001
H -3.228 7.414 3.388 -0.007 -0.014 0.013
H -3.973 6.867 1.883 -0.022 -0.006 0.023
H -0.863 8.972 2.042 -0.008 0.007 -0.009
H 0.265 7.601 2.002 0.022 0.024 0.003
H -0.713 7.897 3.440 0.020 0.008 0.022
H -1.667 6.047 4.276 -0.019 0.007 0.003
H -1.145 3.771 5.066 0.016 -0.012 -0.005
H -1.317 4.746 0.178 0.001 0.013 0.011
C -0.349 -3.293 3.899 -0.066 0.161 -0.669
Si 0.783 -1.867 3.198 0.187 -0.120 1.710
C 2.485 -2.665 3.703 -0.066 0.227 -0.494
C 0.544 -0.664 4.700 0.053 0.040 -0.356
H -0.009 -3.583 4.897 0.170 0.142 0.010
H -0.341 -4.187 3.271 -0.042 -0.044 -0.005
H -1.382 -2.955 3.989 -0.053 -0.061 -0.017
H 2.488 -2.933 4.764 -0.206 0.056 0.043
H 3.306 -1.964 3.536 0.026 -0.051 0.066
H 2.693 -3.573 3.128 0.023 0.017 -0.016
H 0.808 -1.134 5.654 0.022 -0.180 -0.052
H -0.497 -0.336 4.757 -0.010 0.009 0.015
H 1.156 0.230 4.577 -0.050 0.000 0.052
```
Forces are in eV/Å.



[3]
Here is the ion C4H10NS with charge -1 in a non-equilibrium geometry from the OMol25 dataset. Energies are from ωB97M-V/def2-TZVPD.

For the LUMO energy, the calculation gives 0.1401 Eh. The SMILES is CN[C@H](C)C[S-]. The calculation puts the molar mass at 104.20 g mol⁻¹. As for the HOMO-LUMO gap: 6.03 eV. Its net charge is -1. For the energy relative to the best compared isomer or geometry (same formula, charge and spin), the calculation gives 58.96 kJ/mol. As for the multiplicity: 1.

Geometry as XYZ:
```
16
Properties=species:S:1:pos:R:3:forces:R:3
C 0.062 0.630 1.919 0.958 0.046 -0.398
N 0.066 1.130 0.547 -1.050 0.618 -0.874
C 0.330 0.225 -0.601 -0.796 -2.865 0.336
C 0.605 -1.271 -0.168 1.070 2.009 1.367
S 1.287 -2.266 -1.468 -0.062 -0.713 -0.576
C -0.838 0.140 -1.587 -0.714 1.889 -0.302
H 1.098 0.285 2.041 -0.501 -0.431 0.534
H -0.681 -0.158 2.159 0.411 0.215 -0.065
H -0.031 1.463 2.630 -0.285 -0.076 -0.305
H -0.841 1.517 0.307 0.067 0.275 0.470
H 1.213 0.487 -1.171 0.267 0.445 0.059
H -0.258 -1.631 0.419 0.009 -0.223 -0.516
H 1.405 -1.106 0.583 -0.273 -0.551 -0.083
H -0.899 1.121 -2.099 -0.136 -0.156 -0.050
H -0.657 -0.593 -2.377 0.053 -0.146 0.421
H -1.861 0.024 -1.135 0.981 -0.335 -0.017
```
Forces are in eV/Å.



[4]
Here is an isolated molecule of C2H6N4S in a non-equilibrium geometry from the OMol25 dataset. Energies are from ωB97M-V/def2-TZVPD.

For the LUMO energy, the calculation gives 0.0237 Eh. The SMILES is [H]/N=C(/NN)SN=C. The calculation puts the molar mass at 118.16 g mol⁻¹. As for the HOMO-LUMO gap: 9.10 eV. For the energy relative to the best compared isomer or geometry (same formula, charge and spin), the calculation gives 327.82 kJ/mol. As for the multiplicity: 1.

Geometry as XYZ:
```
13
Properties=species:S:1:pos:R:3:forces:R:3
C 0.652 0.576 0.005 -5.371 1.898 -1.362
C -3.025 -0.311 0.093 0.970 1.381 -2.725
H 2.558 -1.410 0.798 -0.105 -0.058 -0.197
H 3.075 -1.047 -0.687 0.527 -0.761 -0.706
H 2.556 1.007 0.115 -0.763 -1.310 -0.184
H -0.758 1.997 0.193 2.572 -0.914 -1.194
H -3.311 -1.391 0.302 0.222 1.453 0.332
H -3.888 0.545 -0.094 2.227 -2.478 0.604
N 2.252 -1.087 -0.125 0.828 -0.842 0.720
N 1.876 0.222 -0.038 4.287 1.821 0.649
N 0.280 1.810 -0.109 -1.751 -0.759 1.846
N -1.818 0.029 -0.343 -3.430 -0.486 2.204
S -0.450 -0.940 -0.109 -0.213 1.057 0.013
```
Forces are in eV/Å.



[5]
Here is a structure of composition C33H58N6O8RuS2Si2 in a non-equilibrium geometry from the OMol25 dataset. Energies are from ωB97M-V/def2-TZVPD.

For the LUMO energy (alpha / beta), the calculation gives -0.2652 / -0.2957 Eh. Its expectation value of S² is 6.04. The calculation puts the molar mass at 888.24 g mol⁻¹. As for the HOMO-LUMO gap (alpha / beta): 6.56 / 5.72 eV. Its net charge is +2. As for the multiplicity: 5.

Geometry as XYZ:
```
110
Properties=species:S:1:pos:R:3:forces:R:3
Ru 1.079 0.745 0.263 -2.689 -1.650 -1.418
S 3.052 0.735 1.522 1.061 0.465 -0.597
C 3.637 1.220 -0.028 1.843 0.613 1.230
N 4.937 1.683 -0.144 -1.062 1.732 -2.245
C 5.278 2.395 -1.349 1.181 -1.431 2.596
C 4.588 2.113 -2.492 -0.158 0.134 1.127
C 3.349 1.541 -2.302 -1.593 -1.120 0.663
N 2.842 1.257 -1.090 0.219 -0.182 -0.605
H 5.451 1.742 0.742 0.111 0.287 -0.699
H 6.150 3.071 -1.268 -0.424 -0.783 -0.165
H 4.910 2.364 -3.465 0.388 0.594 -0.730
H 2.670 1.278 -3.112 0.218 0.382 -0.075
C -7.201 4.014 2.315 1.535 -0.518 -0.468
C -6.480 3.939 0.936 -2.108 -0.171 -0.403
S -5.000 2.991 0.863 0.603 -0.611 0.305
O -4.363 3.248 -0.411 -0.277 -0.342 0.230
O -4.276 3.291 2.074 0.457 -0.301 0.221
C -5.464 1.207 0.857 -1.273 0.139 -0.104
C -4.569 0.022 1.258 0.782 0.417 1.055
N -3.195 0.001 0.679 -0.067 -0.440 0.016
C -2.040 0.341 1.287 0.685 0.528 -1.667
N -1.000 0.230 0.397 -1.384 0.240 0.316
C -1.518 -0.267 -0.760 -1.332 -1.009 0.001
C -2.888 -0.492 -0.600 2.023 1.518 0.707
N -3.835 -0.997 -1.530 -1.493 -0.905 -1.296
O -3.375 -1.612 -2.500 -0.667 1.191 1.492
O -5.060 -0.822 -1.308 2.442 -0.319 -0.463
C -1.834 0.766 2.674 -1.220 -0.406 1.740
H -8.227 4.290 2.192 -0.475 0.604 -0.247
H -6.633 4.749 2.919 -0.626 -0.795 0.096
H -7.264 3.002 2.737 0.364 0.390 0.369
H -6.156 4.946 0.647 0.100 -0.301 -0.212
H -7.192 3.552 0.155 0.858 0.370 0.505
H -5.854 1.071 -0.153 0.330 -0.076 -0.107
H -6.366 1.069 1.480 0.355 0.396 0.041
H -5.047 -0.868 0.862 -0.192 0.031 0.211
H -4.483 -0.095 2.372 0.076 0.322 -1.074
H -0.872 -0.518 -1.585 -0.262 -0.071 -0.130
H -0.805 1.077 2.828 -0.114 -0.087 -0.106
H -2.000 -0.126 3.353 0.171 0.885 -0.625
H -2.540 1.566 3.030 0.650 -0.635 -0.574
C 1.023 4.667 -2.323 0.123 -0.691 -1.404
Si -0.131 3.570 -1.389 -0.446 0.229 -0.838
C -0.860 2.453 -2.723 0.852 -0.742 -0.141
C -1.547 4.504 -0.763 -1.226 0.697 1.873
N 0.648 2.806 0.068 0.717 -1.022 1.256
C 1.140 3.603 1.116 0.434 0.243 -3.583
C 0.871 3.371 2.414 -0.827 0.108 3.033
C 1.175 4.305 3.426 0.178 0.030 -0.225
C 1.752 5.531 3.096 -0.144 0.145 -0.631
C 2.113 5.717 1.731 0.406 1.112 0.001
C 1.896 4.742 0.781 0.676 1.329 -0.341
H 1.610 5.430 -1.916 0.575 1.149 1.102
H 0.447 5.176 -3.099 -0.347 -0.123 0.012
H 1.741 4.084 -2.901 0.077 -0.353 -0.110
H -1.061 3.142 -3.566 0.162 -0.213 0.372
H -1.837 2.055 -2.423 0.307 -0.137 -0.030
H -0.189 1.643 -3.132 -0.782 0.639 0.387
H -2.033 5.155 -1.472 -0.001 -0.030 -0.908
H -1.279 5.237 0.008 0.304 -0.209 0.174
H -2.395 3.931 -0.322 0.842 0.068 -0.367
H 0.228 2.546 2.655 0.072 -0.234 0.182
H 0.922 4.106 4.466 -0.104 -0.082 -0.319
H 1.866 6.347 3.842 0.027 -0.831 -0.667
H 2.526 6.689 1.344 -0.172 -1.108 0.827
H 2.347 4.924 -0.219 -0.840 -0.415 0.889
C 3.844 -2.114 -2.976 -0.916 1.013 0.257
C 3.564 -3.317 -2.053 0.319 0.143 0.221
C 4.476 -3.359 -0.813 0.080 0.240 -0.673
C 3.719 -4.645 -2.777 -1.015 0.089 -0.052
O 2.162 -3.287 -1.647 0.344 0.859 0.177
Si 1.287 -2.711 -0.364 1.478 -1.642 0.055
O 1.304 -1.106 -0.231 0.311 2.266 0.353
O -0.225 -3.097 -0.663 -1.483 0.482 0.348
C -0.935 -4.199 -1.280 2.208 -0.655 0.057
C -2.356 -4.254 -0.743 0.194 0.217 0.208
C -0.880 -3.952 -2.779 -1.413 0.384 0.732
C -0.119 -5.481 -0.872 -1.968 -0.660 -1.004
O 1.941 -3.364 0.984 0.212 0.403 -1.468
C 1.809 -3.564 2.372 -1.481 -0.640 -0.287
C 1.876 -2.205 3.050 -1.045 -0.588 -1.332
C 0.495 -4.391 2.580 1.000 0.106 -0.331
C 2.919 -4.468 2.764 0.814 -0.463 0.139
H 4.793 -2.074 -3.504 0.178 -0.605 0.084
H 3.816 -1.182 -2.389 0.061 -0.143 0.255
H 3.041 -1.944 -3.722 0.312 -0.606 0.255
H 5.506 -3.569 -1.126 -0.166 0.114 0.100
H 4.144 -4.135 -0.146 -0.093 -0.500 0.138
H 4.453 -2.451 -0.222 -0.014 0.467 -0.014
H 4.718 -4.975 -3.043 0.158 0.188 0.323
H 3.117 -4.647 -3.676 -0.117 0.111 -0.370
H 3.201 -5.319 -2.105 0.372 -0.727 0.035
H -2.589 -3.358 -0.153 0.056 -0.207 -0.173
H -2.466 -5.125 -0.128 -0.089 -0.361 0.707
H -3.092 -4.390 -1.515 -0.243 0.261 -0.532
H -1.450 -3.042 -2.989 -0.093 -0.105 -0.056
H -1.382 -4.779 -3.257 0.083 -0.221 -0.498
H 0.105 -3.775 -3.128 1.051 -0.289 -0.307
H -0.338 -5.709 0.173 0.120 -0.060 -0.166
H 0.946 -5.420 -1.027 0.257 0.337 -0.145
H -0.495 -6.337 -1.509 0.364 0.730 0.779
H 0.950 -1.740 2.688 0.177 0.614 0.391
H 2.752 -1.650 2.702 -0.107 -0.228 0.278
H 1.843 -2.363 4.098 0.069 0.293 1.135
H -0.405 -3.828 2.308 0.114 -0.235 -0.054
H 0.474 -4.680 3.618 -0.393 -0.086 0.487
H 0.613 -5.346 1.988 -0.361 1.230 0.533
H 3.854 -3.956 2.473 -0.081 -0.622 0.449
H 2.760 -5.373 2.169 0.571 0.004 0.087
H 2.870 -4.771 3.831 0.276 0.445 -0.583
```
Forces are in eV/Å.



[6]
Here is a cluster of 2 separate species, C3H9NO2 in total in a non-equilibrium geometry from the OMol25 dataset. Energies are from ωB97M-V/def2-TZVPD.

For the LUMO energy (alpha / beta), the calculation gives -0.1118 / -0.3548 Eh. Its expectation value of S² is 0.76. The calculation puts the molar mass at 91.11 g mol⁻¹. As for the HOMO-LUMO gap (alpha / beta): 13.14 / 5.14 eV. Its net charge is +1. For the energy relative to the best compared isomer or geometry (same formula, charge and spin), the calculation gives 136.98 kJ/mol. As for the multiplicity: 2.

Geometry as XYZ:
```
15
Properties=species:S:1:pos:R:3:forces:R:3
C 1.867 -1.511 -1.467 0.683 -0.010 -1.506
C 0.760 -0.796 -0.707 2.621 -0.668 0.516
O 0.395 0.361 -0.997 -0.987 -0.436 0.148
N 0.411 -1.412 0.406 -1.441 0.760 0.176
H -0.370 -0.979 0.887 0.265 -0.380 0.516
H 0.860 -2.233 0.779 -0.117 -0.074 -0.323
H 2.880 -1.090 -1.397 -0.587 0.619 0.399
H 1.674 -1.513 -2.544 -0.290 0.217 0.127
H 2.031 -2.555 -1.217 -0.628 -0.108 0.502
C -2.091 2.169 1.199 1.086 -0.327 -0.543
O -0.910 1.342 1.200 -0.470 -0.301 -0.611
H -0.575 1.177 0.289 0.770 0.325 -0.640
H -2.231 2.737 0.274 0.474 -0.020 0.097
H -1.741 2.804 2.035 -1.429 -0.011 0.136
H -2.961 1.499 1.261 0.049 0.411 1.005
```
Forces are in eV/Å.